{
  "formula": "C4H16NO2",
  "method": "wB97M-V/def2-TZVPD",
  "lumo_energy_ev": -2.88,
  "de_lowest_kcal_mol": 8.4,
  "homo_lumo_gap_ev": 12.5,
  "charge": 1,
  "elements": ["C", "C", "C", "C", "N", "H", "H", "H", "H", "H", "H", "H", "H", "H", "H", "H", "H", "H", "H", "O", "H", "H", "O"],
  "coordinates": [[0.658, 0.282, 0.770], [-0.478, 1.287, 0.866], [-1.848, 0.715, 0.472], [-2.253, -0.466, 1.319], [0.630, -0.519, -0.526], [1.680, 0.668, 0.767], [0.625, -0.435, 1.586], [-0.449, 1.568, 1.918], [-0.219, 2.218, 0.356], [-2.545, 1.539, 0.649], [-1.851, 0.633, -0.622], [-1.704, -1.379, 1.091], [-3.299, -0.745, 1.228], [-2.156, -0.211, 2.375], [0.844, 0.139, -1.296], [-0.291, -0.937, -0.672], [1.329, -1.276, -0.475], [1.114, 1.534, -3.497], [-0.153, 1.532, -2.625], [0.778, 1.288, -2.625], [3.237, -3.075, 0.111], [3.568, -1.973, -0.776], [2.781, -2.388, -0.394]],
  "mulliken_charge": [-0.797, -0.502, -0.454, -1.133, -0.161, 0.421, 0.447, 0.380, 0.341, 0.332, 0.271, 0.291, 0.377, 0.301, 0.304, 0.383, 0.287, 0.311, 0.304, -0.662, 0.319, 0.312, -0.671]
}

***

{
  "formula": "C4H16NO2",
  "method": "wB97M-V/def2-TZVPD",
  "lumo_energy_ev": -2.92,
  "de_lowest_kcal_mol": 15.4,
  "homo_lumo_gap_ev": 12.2,
  "charge": 1,
  "elements": ["C", "C", "C", "C", "N", "H", "H", "H", "H", "H", "H", "H", "H", "H", "H", "H", "H", "H", "H", "O", "H", "H", "O"],
  "coordinates": [[-1.626, 1.330, 1.136], [-0.827, 0.870, -0.057], [0.222, 1.865, -0.547], [0.468, 1.866, -2.032], [-0.200, -0.466, 0.316], [-2.128, 2.247, 0.999], [-0.975, 1.500, 1.999], [-2.414, 0.635, 1.418], [-1.554, 0.651, -0.837], [-0.128, 2.830, -0.185], [1.153, 1.631, -0.013], [-0.429, 2.232, -2.536], [1.281, 2.534, -2.285], [0.771, 0.909, -2.456], [-0.878, -1.193, 0.089], [0.628, -0.628, -0.260], [0.235, -0.342, 1.222], [-2.202, -3.102, -0.533], [-0.900, -3.461, -1.383], [-1.269, -2.927, -0.678], [2.445, -1.549, 2.423], [3.823, -1.253, 1.740], [2.888, -1.412, 1.583]],
  "mulliken_charge": [-1.623, 0.298, -0.595, -1.229, -0.203, 0.450, 0.420, 0.412, 0.304, 0.318, 0.378, 0.362, 0.377, 0.325, 0.341, 0.318, 0.372, 0.316, 0.304, -0.660, 0.324, 0.326, -0.634]
}

***

{
  "formula": "C4H16NO3",
  "method": "wB97M-V/def2-TZVPD",
  "lumo_energy_ev": -2.92,
  "de_lowest_kcal_mol": 34.8,
  "homo_lumo_gap_ev": 11.7,
  "charge": 1,
  "elements": ["C", "C", "C", "C", "O", "N", "H", "H", "H", "H", "H", "H", "H", "H", "H", "H", "H", "H", "H", "H", "O", "H", "H", "O"],
  "coordinates": [[1.745, 0.984, 0.659], [0.707, 0.101, -0.022], [0.895, 0.180, -1.506], [0.172, -0.937, -2.159], [-0.435, -1.740, -1.133], [-0.721, 0.606, 0.349], [1.738, 2.046, 0.293], [2.782, 0.652, 0.423], [1.807, 1.167, 1.737], [0.771, -0.886, 0.487], [0.432, 1.160, -1.809], [2.025, 0.099, -1.713], [-0.732, -0.471, -2.707], [0.680, -1.585, -2.914], [-0.086, -2.680, -1.070], [-1.584, -0.084, 0.082], [-0.768, 0.584, 1.421], [-1.010, 1.509, 0.010], [0.683, 1.318, 3.793], [-0.661, 2.070, 3.629], [-0.076, 1.451, 3.235], [-3.203, -2.290, 0.145], [-2.148, -1.702, -0.782], [-3.015, -1.553, -0.450]],
  "mulliken_charge": [-1.349, 0.359, -0.583, -0.409, -0.655, -0.298, 0.358, 0.390, 0.278, 0.246, 0.321, 0.313, 0.183, 0.420, 0.327, 0.285, 0.392, 0.400, 0.304, 0.288, -0.608, 0.330, 0.416, -0.708]
}

***

The calculation returns the following E_tot values, one per record and in order: -9987.019, -9986.711, -12033.125 eV.